# 1
Below is a 4-piece molecular cluster, C9H26O4 overall at a distorted geometry, with properties calculated with wB97M-V/def2-TZVPD.

Values from the calculation:
structure (SMILES): CC(C)O.CC(C)O.CC(C)O.O
E_LUMO: 0.66 eV
Kohn-Sham gap: 10.6 eV
2S+1: 1
energy above the lowest of the compared OMol25 structures with the same formula, charge and spin: 166.9 kJ/mol
total charge: 0

Last column: Löwdin charge in e.
Geometry (Å):
C  -1.088  3.335  1.932  -0.059
C  -0.764  3.039  0.453  -0.456
C  0.485  3.731  -0.159  -0.054
O  -0.677  1.587  0.334  -0.070
H  -1.837  2.618  2.270  0.076
H  -1.485  4.334  2.110  0.073
H  -0.215  3.252  2.580  0.075
H  -1.659  3.332  -0.097  0.122
H  0.656  3.627  -1.230  0.073
H  1.374  3.526  0.437  0.077
H  0.390  4.805  -0.003  0.070
H  -0.687  1.520  -0.624  0.074
C  -0.865  -4.363  4.738  -0.065
C  0.266  -5.145  4.101  -0.503
C  -0.170  -5.941  2.901  -0.076
O  1.102  -4.181  3.547  -0.058
H  -0.466  -4.013  5.690  0.083
H  -1.605  -5.060  5.132  0.075
H  -1.449  -3.658  4.147  0.092
H  0.843  -5.757  4.795  0.144
H  0.451  -6.783  2.595  0.074
H  -0.368  -5.394  1.979  0.084
H  -1.082  -6.523  3.037  0.070
H  0.499  -3.474  3.306  0.080
C  0.628  1.187  -7.055  -0.068
C  0.520  -0.263  -6.546  -0.480
C  1.786  -0.857  -5.908  -0.041
O  -0.522  -0.214  -5.576  -0.074
H  0.970  1.887  -6.292  0.077
H  -0.381  1.577  -7.189  0.070
H  1.243  1.198  -7.955  0.078
H  0.126  -0.780  -7.422  0.127
H  1.530  -1.687  -5.250  0.078
H  2.351  -0.169  -5.279  0.076
H  2.454  -1.102  -6.734  0.077
H  -1.354  -0.001  -6.005  0.081
O  -0.086  7.197  7.591  -0.054
H  -0.389  7.146  8.497  0.027
H  -0.523  6.468  7.150  0.027



# 2
Below is C6H11N3 as an isolated structure at a distorted geometry, with properties calculated with wB97M-V/def2-TZVPD.

Values from the calculation:
E_LUMO: 0.45 eV
Kohn-Sham gap: 8.8 eV
2S+1: 1
energy above the lowest of the compared OMol25 structures with the same formula, charge and spin: 838.2 kJ/mol
total charge: 0

Last column: Löwdin charge in e.
Geometry (Å):
C  0.190  0.763  -0.697  -0.334
C  0.905  -0.361  -0.064  -0.543
C  0.175  -0.237  1.186  -0.072
C  -0.947  0.077  0.203  -0.509
C  -1.165  -1.260  -0.475  -0.088
C  0.113  -1.638  -0.675  0.001
H  0.052  3.006  -0.208  0.147
H  1.700  2.097  -0.627  0.136
H  -0.371  0.705  -1.633  0.125
H  3.033  -0.362  -0.496  0.111
H  2.679  -0.794  1.033  0.124
H  0.098  -1.430  1.421  0.169
H  0.315  0.530  1.869  0.101
H  -2.502  0.951  -0.791  0.109
H  -3.357  -0.218  0.720  0.213
H  -2.075  -1.983  -0.440  0.133
H  0.524  -2.659  -0.642  0.109
N  0.621  2.055  -0.326  0.016
N  2.286  -0.129  0.257  0.053
N  -2.273  0.887  0.388  -0.002



# 3
Below is C6H12O as an isolated structure, with properties calculated with wB97M-V/def2-TZVPD.

Values from the calculation:
E_LUMO: 0.96 eV
Kohn-Sham gap: 10.5 eV
2S+1: 1
energy above the lowest of the compared OMol25 structures with the same formula, charge and spin: 101.7 kJ/mol
total charge: 0

Last column: Löwdin charge in e.
Geometry (Å):
C  -0.268  1.340  -1.656  -0.041
C  -0.804  0.712  -0.383  -0.328
O  -1.726  -0.354  -0.690  -0.084
C  -0.757  -1.337  -0.302  -0.137
C  0.103  -0.273  0.405  -0.474
C  -0.211  -0.229  1.899  -0.050
C  1.606  -0.285  0.162  -0.038
H  -1.096  1.809  -2.197  0.083
H  0.489  2.103  -1.444  0.086
H  0.174  0.584  -2.315  0.082
H  -1.287  1.476  0.242  0.145
H  -0.275  -1.802  -1.174  0.124
H  -1.189  -2.120  0.335  0.123
H  -1.294  -0.273  2.061  0.091
H  0.167  0.699  2.347  0.086
H  0.250  -1.077  2.422  0.088
H  2.117  0.408  0.840  0.083
H  1.876  -0.005  -0.860  0.072
H  2.017  -1.284  0.350  0.087